ORCA calculation (ωB97M-V/def2-TZVPD) on C12H24F6IO2P2Ru as an isolated structure in a non-equilibrium geometry.

Properties
molecular weight = 604.2 g/mol
2S+1 = 6
total charge = +2
energy = -62474.5351 eV
HOMO-LUMO gap (spin up / spin down) = 7.71 / 6.40 eV
E_LUMO (spin up / spin down) = -6.8 / -10.3 eV

Last column: Löwdin spin population.
Positions of all 48 atoms, in Å:
C1 -0.086 -0.017 -4.580  0.120
I1 -1.152 -0.314 -2.667  0.311
H1 0.988 0.104 -4.441  0.002
H2 -0.582 0.865 -4.966  0.009
H3 -0.362 -0.915 -5.147  0.008
Ru1 -0.680 0.044 -0.192  2.618
P1 0.143 2.118 -0.479  0.225
C2 -1.298 3.185 -0.871  0.050
C3 0.852 2.901 1.017  0.049
H4 1.215 3.908 0.761  0.009
H5 1.583 3.555 -1.783  0.007
H6 1.702 2.287 1.354  0.001
H7 2.375 2.027 -1.377  0.001
H8 -2.024 3.136 -0.042  0.002
H9 0.069 2.978 1.779  0.000
C4 1.430 2.470 -1.711  0.041
H10 -0.959 4.222 -0.993  0.010
H11 1.177 2.085 -2.705  0.000
H12 -1.770 2.834 -1.799  0.001
P2 0.199 -2.056 -0.055  0.242
C5 -1.302 -3.111 -0.015  0.061
C6 1.327 -2.720 -1.343  0.039
H13 1.964 -1.906 1.558  0.001
H14 1.407 -3.598 1.392  0.007
H15 0.425 -2.422 2.310  0.002
C7 1.089 -2.553 1.455  0.039
H16 2.329 -2.294 -1.192  0.000
H17 1.424 -3.814 -1.258  0.007
H18 -1.022 -4.171 -0.008  0.014
H19 -1.931 -2.911 -0.893  0.001
H20 0.981 -2.467 -2.352  0.003
H21 -1.864 -2.882 0.901  0.001
C8 -2.542 0.167 0.022  0.149
O1 -3.675 0.173 0.251  0.073
C9 0.541 0.583 3.659  0.050
C10 -0.856 0.169 3.188  0.073
O2 -0.862 -0.398 1.970  0.715
C11 -1.341 -1.006 4.146  0.003
F1 -1.425 -0.590 5.445  0.002
F2 -2.521 -1.540 3.758  0.002
F3 -0.416 -2.019 4.112  0.000
C12 -1.914 1.342 3.431  0.029
F4 -1.681 1.960 4.630  0.007
F5 -1.828 2.333 2.502  0.005
F6 -3.214 0.940 3.442  0.008
H22 1.196 -0.246 3.383  -0.001
H23 0.554 0.798 4.741  0.007
H24 0.861 1.454 3.076  0.001